Formula: C72H128O24
Source: OMol25
Level of theory: wB97M-V/def2-TZVPD

```
224
Properties=species:S:1:pos:R:3:forces:R:3
O -3.353879 -0.565037 5.176990 0.6 0.1 0.6
O 0.538137 3.589364 -5.391854 0.9 -0.8 1.0
O 5.738922 -1.359057 -1.276394 0.3 1.2 0.3
O -4.511959 5.869372 2.687860 -0.8 0.4 -1.1
O -3.864537 -3.733097 3.219701 0.1 -0.6 0.5
O -6.006172 -4.506522 3.262729 1.3 0.7 -0.5
O -2.877019 5.989108 -3.641631 -0.5 0.1 -1.7
O -5.808939 1.868420 -1.883206 0.4 0.2 0.5
O -4.654769 1.122202 -0.099693 -0.2 0.0 -0.3
O 1.118812 4.947006 1.245652 0.5 -1.1 -0.3
O 3.694529 -1.240016 3.694828 1.3 1.1 -0.5
O -2.746410 4.576361 3.116909 -0.1 -0.2 -0.1
O 0.394840 2.211075 5.862369 1.1 0.7 0.9
O -1.561917 -0.890948 -5.943709 0.0 -0.2 -0.4
O 1.555237 5.638455 3.296092 -0.5 0.8 1.9
O 2.703173 -2.989664 4.589674 -0.5 -0.5 0.3
O 0.739978 3.188522 -3.173154 -0.6 0.2 1.0
O -1.608230 -0.173640 -3.848385 0.3 -0.1 0.4
O -7.176404 1.756682 4.407482 1.1 0.0 -0.5
O 5.588301 -2.837293 0.333976 0.1 -2.3 1.0
O 1.788202 2.175595 4.151634 0.6 0.1 -0.3
O -5.504708 -1.176222 5.129738 -0.7 -0.5 -0.4
O -3.534254 4.608307 -1.983194 0.9 0.4 0.5
O -5.224936 2.774169 4.871180 -0.6 -0.2 -0.9
C -2.273406 0.821535 -3.033298 -0.2 -0.7 -0.4
C 1.192049 3.102242 -4.262296 0.2 0.1 -1.8
C 5.658056 0.100580 -1.381668 -0.4 -1.0 0.1
C 1.358110 -3.354658 5.045577 1.1 0.5 -0.2
C 0.129910 -1.009244 -0.288825 -0.5 0.2 0.2
C 2.758102 3.041596 -6.047548 -0.5 0.4 -0.4
C -0.674519 -3.605921 -3.078598 0.0 -0.2 0.1
C 5.094466 -0.230444 -6.741125 -0.4 0.4 0.2
C -3.308970 1.038873 6.955927 0.0 -1.1 -0.2
C -2.419060 5.021768 5.417796 -0.2 0.0 -0.8
C -5.953766 2.269068 4.041339 0.2 -0.6 0.9
C -1.831534 6.192338 -1.519539 0.9 -0.4 0.1
C 2.433009 -6.112023 0.071784 0.1 0.0 0.7
C -0.016429 0.252446 0.579138 -0.1 0.3 -1.0
C -2.419246 0.095665 6.124550 -1.0 -0.7 -0.3
C 5.757511 -0.493797 0.956614 0.1 -1.0 -0.2
C 1.309205 3.211388 -6.553494 0.0 -0.1 -0.1
C 2.535203 2.491395 -4.677523 -0.7 0.4 1.2
C 5.734180 -1.710973 0.052634 -0.6 1.3 -1.0
C 2.835542 3.338641 0.941931 0.9 0.6 0.6
C 2.485723 -4.582583 -0.034592 -0.1 -1.0 1.2
C 0.450411 -2.547772 4.149590 -1.0 0.4 0.7
C 6.165162 -0.753048 -7.674547 0.2 -0.1 -0.1
C -2.847122 1.776431 -4.043313 -1.0 1.3 0.0
C 3.689036 -6.767652 0.742145 -1.1 0.5 -0.3
C -5.849740 -0.467603 -1.590323 1.3 1.2 0.6
C -6.922504 1.257365 2.078756 -0.5 0.1 -0.1
C 2.582787 -3.913638 1.347852 0.4 0.4 -0.5
C -4.626999 -0.601598 5.676294 1.5 1.8 1.2
C -2.018549 -0.140317 -5.139486 -0.1 0.8 0.2
C -5.170432 -3.715974 2.890581 -0.7 1.1 0.1
C 1.619925 -3.642684 -4.157423 0.4 0.9 -0.7
C -3.085768 0.966678 -5.288747 0.6 -1.3 -0.2
C -3.122021 -2.693654 2.563520 0.5 -0.1 -0.2
C -1.768494 4.425666 4.171418 0.2 0.8 -0.4
C -2.992863 -3.478211 -1.962609 0.4 0.3 0.4
C -5.346191 0.891542 -1.053203 0.2 -0.2 -0.9
C 0.403609 2.705519 7.244979 0.9 -0.1 -1.0
C 1.905399 5.012375 2.362426 0.1 -0.2 -2.0
C 3.220797 4.321501 2.126661 -0.3 -1.4 -1.0
C 8.699818 -2.543281 -8.255976 0.6 0.1 -0.3
C -5.377603 -2.439975 2.033398 -0.7 -0.7 -0.6
C 7.534417 -0.587381 -7.040958 1.3 -0.1 -1.2
C -6.267219 -0.116240 -3.012825 -1.0 0.0 0.6
C 3.710624 -8.308000 0.673828 0.3 0.8 -0.2
C 1.631523 2.513365 5.284193 -1.2 -0.3 -0.5
C -7.681119 0.859812 3.370537 0.6 1.5 0.0
C -2.185306 -3.807088 -3.228973 0.1 -0.4 0.4
C 4.792245 -1.122662 -5.537885 -0.3 0.5 0.0
C -6.709858 1.329743 -2.863997 -0.7 -0.1 0.8
C -2.930236 4.293092 -0.672537 -0.6 -0.1 -0.6
C 1.487063 3.777485 7.241983 0.1 0.7 -0.1
C 1.253313 -1.285670 3.870617 0.3 0.0 0.0
C 1.483925 -1.050739 -0.939440 0.3 0.0 -1.0
C 8.733757 -1.052960 -7.978168 -1.4 0.5 0.9
C 2.532949 3.255889 6.242446 -0.8 -0.3 0.9
C 1.823762 4.151064 0.208072 -0.5 1.1 0.7
C -2.707313 -4.458007 -0.810359 -0.7 0.2 -0.4
C -1.301878 1.643831 2.279178 0.1 -1.0 -0.9
C -3.622076 5.566659 3.405041 0.4 -0.9 1.6
C -4.650647 0.301543 6.954949 -0.4 -0.8 -0.7
C 4.873831 -8.928557 1.445094 -0.1 0.4 -0.5
C -4.114827 -1.601453 2.125399 0.6 -1.2 -0.3
C -5.708420 2.042777 2.547252 -0.2 0.3 0.7
C 2.686226 -1.760151 4.015388 -1.1 -1.1 0.1
C 6.097188 0.609264 -0.030698 0.2 0.7 1.3
C -2.767913 5.607303 -2.531099 -0.2 -0.3 1.1
C 0.122079 -3.834535 -4.359795 0.5 0.3 0.3
C -2.244559 5.553283 -0.212130 0.6 0.1 -0.2
C 1.718197 -0.070170 -2.111318 0.2 0.0 0.6
C -1.298915 0.374512 1.369264 0.5 0.3 0.6
C -3.308182 6.136768 4.781205 1.1 -0.4 0.3
H -8.730748 1.108362 3.347438 -0.4 -0.5 -0.2
H 4.794256 -9.996223 1.641293 -0.1 -0.1 -0.5
H -4.808897 1.481627 2.314571 0.3 0.2 0.4
H -5.447285 -0.100312 -3.719465 0.3 -0.6 0.0
H 1.122608 -0.462580 4.581204 -0.2 -0.3 0.3
H -0.479605 -2.582234 -2.745755 0.0 0.1 -0.1
H -1.549008 1.274061 -2.361718 0.1 -0.1 0.0
H 1.793210 0.955871 -1.749743 0.1 0.1 0.1
H -4.168736 6.429420 5.372999 -0.2 -0.1 -0.3
H 3.637082 3.082534 0.227932 -0.1 -0.1 0.6
H 8.657621 -0.446594 -8.880231 -0.1 -0.2 -0.3
H 0.046615 -1.922909 0.313500 -0.2 0.2 0.3
H -2.888677 6.207639 0.356266 -0.2 0.0 0.3
H 9.699871 -0.776493 -7.554939 -0.1 -0.1 0.3
H 3.218019 4.015007 -6.016814 0.2 0.5 0.1
H 2.214609 -0.850989 -0.162940 0.4 0.1 0.2
H 1.138682 4.002438 -7.276045 0.3 0.0 -0.1
H 2.595959 -2.828208 1.147003 -0.3 -0.2 0.7
H -1.973383 -0.690775 6.750989 -0.2 0.1 -0.1
H 4.877079 -8.481446 2.432976 0.5 0.3 0.2
H -6.639274 0.357752 1.539818 0.1 0.0 -0.1
H 1.528692 -4.301438 -0.482366 0.2 0.3 -0.3
H -0.447861 -2.323758 4.706815 -0.4 0.2 0.2
H -7.060916 -0.793271 -3.308340 -0.1 0.1 -0.6
H 1.107641 3.554511 -0.353937 -0.1 0.4 -0.1
H -7.455067 -0.154388 3.673120 -0.2 -0.2 0.1
H 0.124013 -4.818154 -4.817099 -1.1 -0.5 0.2
H -5.056357 -1.211564 -1.532659 0.0 0.0 0.1
H 7.869614 -2.873773 -8.870258 -0.3 0.1 0.0
H -6.696625 1.936574 -3.755093 0.4 0.1 -0.3
H 0.862199 0.314032 1.210086 0.2 0.0 0.4
H -4.810928 -0.355400 7.819133 0.2 0.1 -0.1
H 5.775012 -8.716309 0.863538 0.3 -0.1 0.6
H 3.524528 3.762283 2.996979 0.0 0.0 0.3
H -5.454894 -2.791229 0.983094 -0.3 0.1 0.5
H -2.200281 3.494619 -0.862737 -0.2 0.0 0.2
H -0.584626 3.075327 7.485834 -0.1 -0.1 0.1
H 7.521185 -1.129673 -6.098873 0.4 0.0 0.2
H 2.403819 1.411306 -4.690198 0.0 -0.2 0.1
H 6.098621 -0.175773 -8.600364 0.2 -0.1 -0.1
H 3.776935 -8.485755 -0.405256 -0.3 -0.8 0.2
H 4.595359 0.311801 -1.555861 0.3 0.3 -0.2
H 5.412397 0.766669 -6.396785 -0.1 -0.2 0.0
H 1.221235 -4.435560 5.038988 0.2 0.1 -0.3
H 7.160495 0.804913 0.021075 0.4 -0.1 -0.3
H 5.641753 1.530734 0.311605 -0.3 0.3 -0.4
H 1.073212 -0.795774 2.923508 0.1 -0.2 -0.4
H -5.608462 3.053940 2.126212 0.0 -0.4 -0.1
H -7.499590 1.892334 1.398564 -0.3 -0.3 0.2
H 0.933591 -0.034405 -2.867995 -0.1 -0.4 0.0
H 6.297593 0.403672 -2.213474 -0.3 0.1 0.1
H 1.883905 3.921165 8.247628 0.0 0.2 -0.1
H -5.521549 0.951249 6.900632 0.0 0.1 -0.1
H -4.074677 -3.396849 -2.155754 0.3 -0.4 -0.1
H -7.715553 1.444386 -2.439726 0.0 -0.3 -0.1
H -3.387562 -4.317163 0.027588 -0.1 0.1 0.0
H 1.310944 -2.997990 6.070696 -0.2 -0.1 0.2
H 2.133058 -4.409006 -3.564418 -0.4 0.2 0.3
H 2.369540 2.446306 1.355920 0.2 -0.1 0.1
H -0.664848 -1.090714 -1.048186 0.1 0.2 0.2
H 2.296943 -6.448200 -0.955433 0.0 -0.6 0.0
H 1.690411 -2.067886 -1.268458 0.0 -0.1 -0.2
H -1.630001 5.283206 6.111807 0.0 0.6 0.2
H -2.921078 1.076465 7.976187 0.0 0.6 -0.2
H 1.098991 4.720259 6.846716 -0.1 0.0 0.3
H 0.906581 2.281180 -6.964775 0.0 0.0 0.1
H -2.917603 -5.461523 -1.190051 0.4 -0.1 0.2
H -0.910100 5.023164 3.826992 0.0 -0.3 0.4
H 1.837233 -2.625461 -3.805405 0.1 -0.3 0.3
H -1.062229 2.516947 1.664541 -0.1 0.1 0.1
H 0.094046 -3.089295 3.285415 0.4 -0.1 -0.5
H 3.241096 3.981717 5.825683 -0.6 -0.2 -0.2
H 4.786109 -0.470482 1.467909 0.0 0.3 -0.4
H -3.757752 2.238383 -3.706046 -0.6 0.1 0.5
H 8.676803 -3.083397 -7.315226 0.0 -0.2 0.1
H -2.322334 -4.874282 -3.481754 -0.3 0.4 -0.2
H 3.765003 -6.437652 1.784163 0.0 0.0 -0.1
H 2.353712 4.901545 -0.371489 -0.3 -0.1 -0.6
H 2.087718 -3.698148 -5.144982 0.1 0.0 0.0
H 0.735579 1.889096 7.886869 -0.4 -0.1 0.1
H 1.521747 -6.327960 0.645114 0.1 -0.4 -0.1
H -1.848227 7.265145 -1.605761 -0.3 0.4 0.2
H -1.368330 5.260153 0.345248 0.1 0.2 0.6
H 1.818826 -4.251212 2.060405 -0.4 0.3 -0.5
H 3.100400 2.515608 6.790392 0.4 -0.5 -0.1
H 3.484707 -4.133153 1.907001 0.5 0.0 -0.4
H -2.659201 -3.172874 1.682294 0.0 0.3 0.3
H -2.708292 -2.472847 -1.634854 0.1 0.2 0.0
H -1.625507 0.544749 5.539069 -0.1 0.3 -0.1
H 4.050157 -0.683015 -4.857630 0.2 0.1 -0.1
H -0.275429 -3.118681 -5.083293 0.3 -0.1 -0.2
H 4.210307 -0.052144 -7.345796 -0.5 -0.1 0.1
H 3.324821 -4.347506 -0.684667 0.0 0.6 0.0
H -2.325110 -2.324740 3.228062 -0.5 -0.3 -0.1
H 2.669956 -0.330072 -2.583399 -0.1 0.1 -0.2
H 4.498635 -6.301838 0.185055 0.6 -0.3 0.2
H -4.115184 -0.774489 2.818055 -0.3 0.1 0.2
H -3.055910 0.292952 -2.461803 0.3 0.2 0.0
H -1.390476 -0.552078 1.933159 -0.2 0.0 0.5
H -0.259240 -4.228941 -2.286558 -0.1 -0.3 0.2
H 6.456246 -0.670303 1.779000 0.1 0.2 -0.3
H -3.713420 3.977667 0.012662 0.0 -0.2 -0.2
H -1.698997 -4.347306 -0.408110 0.0 -0.3 -0.3
H 3.991626 5.072721 1.922623 -0.2 -0.1 -0.3
H 5.979039 -1.804585 -7.927387 0.0 0.1 0.0
H -2.263971 1.823397 2.755462 0.0 -0.1 0.1
H 2.807198 -8.695336 1.119169 -0.7 -0.1 -0.3
H -6.328796 -1.988536 2.318037 0.2 0.1 0.0
H -3.027776 1.479898 -6.252973 0.1 -0.1 0.3
H 3.248666 2.758630 -3.887924 0.0 -0.2 -0.4
H -2.117447 0.369353 0.672072 -0.6 0.2 -0.3
H 7.690751 0.479678 -6.850995 -0.1 -0.1 0.3
H 3.400159 2.405930 -6.625565 0.0 -0.3 -0.6
H 5.702886 -1.272724 -4.963642 0.0 -0.3 0.1
H -2.738521 7.043300 4.541618 0.1 0.0 0.4
H -2.542426 -3.168436 -4.034321 0.0 -0.1 -0.3
H -1.472576 3.386451 4.283481 -0.2 0.0 -0.2
H -2.234121 2.649860 -4.215881 0.7 -0.1 -0.2
H -0.514287 1.543212 3.024332 0.0 0.1 0.2
H -3.416322 1.989816 6.440621 0.1 0.2 0.3
H 9.606745 -2.830859 -8.791103 0.0 -0.1 0.0
H -3.031356 4.256379 5.894803 -0.2 0.1 0.0
H -3.774939 -1.295690 1.135247 -0.3 0.5 0.1
H -0.788163 5.946124 -1.769184 -0.3 -0.3 -0.2
H 4.351102 -2.064994 -5.846222 0.2 -0.3 -0.1
H -6.598512 -0.700839 -0.828445 -0.5 -0.5 -0.6
H 0.062176 1.145583 -0.068482 0.0 -0.2 0.0
H -4.029673 0.399611 -5.272175 0.0 0.3 0.0
```
Positions in Å, forces in eV/Å.

Properties
largest force on an atom	0.0515	hartree/bohr
E	-125883.862	eV
gap between HOMO and LUMO	9.95	eV
total charge	0